# 1
A molecular structure, C12H23AuCl2N4O2PSTe, computed with ωB97M-V/def2-TZVPD.

The energy is -2903.9771 Ha. As for the spin multiplicity: 3. For the orbital gap (spin up / spin down), the calculation gives 9.38 / 6.55 eV. The LUMO energy (spin up / spin down) comes out at -2.3 / -5.6 eV. For the energy above the lowest of the compared OMol25 structures with the same formula, charge and spin, the calculation gives 11.5 kcal/mol. Its strongest force on any atom is 0.71 eV/A. The net charge is +1. Its expectation value of S² is 2.0198.

Geometry (Å):
Au (-0.2902, -0.1551, 0.1917)
C (-4.5654, 3.1478, 1.5817)
N (-3.5261, 2.1327, 1.4159)
C (-2.8591, 1.7340, 2.6509)
P (-3.0558, 1.6591, -0.0753)
O (-2.2540, 0.3769, 0.0463)
N (-2.2000, 2.8340, -0.8485)
C (-1.7179, 2.5188, -2.2002)
C (-2.2811, 4.2585, -0.5497)
N (-4.3672, 1.3405, -0.9969)
C (-5.0498, 2.3358, -1.8122)
C (-5.1650, 0.1484, -0.6818)
H (-5.3923, 2.7529, 2.1753)
H (-4.9575, 3.4635, 0.6166)
H (-4.1708, 4.0273, 2.0973)
H (-3.5902, 1.3090, 3.3414)
H (-2.3839, 2.5882, 3.1343)
H (-2.1033, 0.9799, 2.4480)
H (-1.6293, 1.4414, -2.3264)
H (-0.7351, 2.9682, -2.3481)
H (-2.3872, 2.9033, -2.9763)
H (-2.5898, 4.4137, 0.4809)
H (-2.9762, 4.7823, -1.2151)
H (-1.2944, 4.7093, -0.6751)
H (-4.4533, 3.2435, -1.8922)
H (-6.0229, 2.5980, -1.3854)
H (-5.2180, 1.9454, -2.8180)
H (-4.5950, -0.5259, -0.0487)
H (-5.4188, -0.3789, -1.6027)
H (-6.0925, 0.4207, -0.1705)
O (2.8357, -2.8805, 0.4999)
C (2.1427, -1.9325, 0.3930)
N (1.5297, -0.8999, 0.2979)
Cl (3.4326, 1.1244, 2.3095)
C (4.7601, 0.5351, 1.2919)
Cl (5.0340, 1.6030, -0.1092)
H (4.4998, -0.4478, 0.9253)
H (5.6622, 0.5213, 1.8843)
Te (1.7697, 1.8905, -0.4569)
C (1.6490, 3.5604, 0.7300)
C (2.5926, 4.5534, 0.8323)
C (2.2654, 5.5125, 1.8205)
C (1.0873, 5.2312, 2.4476)
S (0.3702, 3.8023, 1.8525)
H (3.4884, 4.5891, 0.2236)
H (2.8839, 6.3682, 2.0566)
H (0.6050, 5.7868, 3.2407)


# 2
A single C6H11N molecule at a distorted geometry, computed with ωB97M-V/def2-TZVPD.

The energy is -289.9647 Ha. For the orbital gap, the calculation gives 12.21 eV. The LUMO energy comes out at 0.9 eV. For the energy above the lowest of the compared OMol25 structures with the same formula, charge and spin, the calculation gives 4.4 kcal/mol. Its strongest force on any atom is 1.09 eV/A.

Geometry (Å):
C (-2.4493, -0.1128, -1.0316)
C (-1.3012, 0.3317, -0.1322)
C (0.0762, -0.2127, -0.5316)
C (1.0957, -0.2428, 0.6370)
C (2.5483, -0.0695, 0.1759)
C (0.7894, 0.7716, 1.6614)
N (0.5449, 1.5564, 2.4758)
H (-3.4008, 0.2539, -0.6318)
H (-2.3488, 0.2681, -2.0538)
H (-2.5092, -1.2064, -1.0817)
H (-1.2510, 1.4269, -0.1105)
H (-1.5249, 0.0277, 0.8971)
H (-0.0168, -1.2383, -0.9121)
H (0.4917, 0.3823, -1.3552)
H (1.0011, -1.2106, 1.1468)
H (2.8105, -0.8427, -0.5528)
H (2.6803, 0.9098, -0.2954)
H (3.2398, -0.1373, 1.0210)


# 3
2 unconnected molecules or ions with the total composition C7H10O at a distorted geometry, computed with ωB97M-V/def2-TZVPD.

The energy is -347.9573 Ha. For the orbital gap, the calculation gives 10.17 eV. The LUMO energy comes out at 0.9 eV. For the energy above the lowest of the compared OMol25 structures with the same formula, charge and spin, the calculation gives 3.7 kcal/mol. Its strongest force on any atom is 1.96 eV/A.

Geometry (Å):
C (-2.0841, 1.4256, -0.2335)
C (-0.6997, 0.8343, -0.1135)
C (0.3358, 1.3466, -0.8786)
C (1.6455, 0.9098, -0.7096)
C (1.8647, -0.1414, 0.1784)
C (0.8625, -0.5539, 1.0291)
C (-0.4344, -0.0273, 0.9532)
H (-2.7758, 0.5923, -0.4010)
H (-2.1830, 2.1208, -1.0604)
H (-2.4277, 1.8457, 0.7118)
H (0.1561, 2.1014, -1.6317)
H (2.5046, 1.2877, -1.2285)
H (2.8493, -0.5939, 0.1803)
H (1.0267, -1.2925, 1.8083)
H (-1.0756, -0.1756, 1.8062)
O (-0.7270, -2.9649, -0.1988)
H (-0.8246, -2.2774, 0.4705)
H (0.2125, -2.9533, -0.3937)


# 4
A molecular structure, C13H17ClIrO at a distorted geometry, computed with ωB97M-V/def2-TZVPD.

The energy is -1145.1237 Ha. As for the spin multiplicity: 5. For the orbital gap (spin up / spin down), the calculation gives 4.02 / 5.99 eV. The LUMO energy (spin up / spin down) comes out at 3.0 / 2.5 eV. Its strongest force on any atom is 5.02 eV/A. The net charge is -1. Its expectation value of S² is 6.0364.

Geometry (Å):
C (-2.5971, -0.9197, -0.2454)
C (-2.0101, -1.1222, -1.5405)
C (-1.7648, 0.1514, -2.1228)
H (-1.8012, -2.0956, -1.9826)
C (-2.1428, 1.1647, -1.1803)
C (-2.6784, 0.4947, -0.0079)
H (-3.0266, 0.9641, 0.8986)
H (-2.8739, -1.6902, 0.4615)
H (-1.3728, 0.3283, -3.1205)
H (-2.0678, 2.2381, -1.3036)
Ir (-0.6149, 0.0019, -0.1971)
Cl (-0.0424, -1.8057, 1.0164)
C (3.0177, 0.2038, 0.4514)
C (2.0731, 1.2131, 0.3093)
C (1.1389, 0.8715, -0.8122)
H (2.0493, 2.1415, 0.8757)
C (1.6922, -0.4104, -1.3402)
C (2.7327, -0.8246, -0.5266)
H (3.2431, -1.7819, -0.5700)
H (3.8808, 0.1969, 1.1311)
H (0.7111, 1.6304, -1.4831)
H (1.2281, -0.9240, -2.1961)
C (0.8201, 0.8580, 3.3996)
C (-0.4378, 1.0251, 2.5884)
C (-1.2744, 2.1705, 3.0979)
O (-0.1596, 1.3433, 1.2274)
H (1.4584, 1.7393, 3.2879)
H (1.3827, -0.0168, 3.0742)
H (0.5421, 0.7300, 4.4535)
H (-1.0139, 0.0863, 2.6085)
H (-0.6956, 3.0946, 3.0030)
H (-2.1805, 2.2776, 2.4982)
H (-1.5413, 1.9866, 4.1414)


# 5
A single C12H27N2O4PS molecule at a distorted geometry, computed with ωB97M-V/def2-TZVPD.

The energy is -1623.5191 Ha. For the orbital gap, the calculation gives 9.09 eV. The LUMO energy comes out at 0.7 eV. For the energy above the lowest of the compared OMol25 structures with the same formula, charge and spin, the calculation gives 0.0 kcal/mol. Its strongest force on any atom is 1.23 eV/A.

Geometry (Å):
C (-5.7493, -0.6230, -0.3083)
C (-4.3265, -1.0488, -0.6605)
N (-3.3389, -0.4323, 0.1960)
C (-3.0350, -1.0114, 1.4848)
C (-1.9941, -2.1245, 1.3993)
S (-2.7290, 1.0232, -0.2387)
O (-3.6746, 1.7011, -1.0791)
O (-2.2930, 1.7211, 0.9440)
C (-1.2804, 0.6593, -1.2857)
C (-0.2727, 1.7637, -1.0932)
P (0.5764, 1.5063, 0.5510)
O (0.3174, 0.1588, 1.0896)
O (0.1052, 2.6978, 1.5052)
C (2.3520, 2.0536, 0.3592)
N (3.3178, 1.0515, 0.0230)
C (3.5583, 0.1144, 1.1125)
C (4.7250, -0.8012, 0.7586)
C (4.4057, -1.5744, -0.5152)
C (4.0951, -0.5786, -1.6260)
C (2.9643, 0.3511, -1.1966)
H (-5.9895, -0.8918, 0.7173)
H (-6.4592, -1.1080, -0.9733)
H (-5.8336, 0.4542, -0.4193)
H (-4.2192, -2.1350, -0.5900)
H (-4.1023, -0.7406, -1.6833)
H (-2.6515, -0.2011, 2.1048)
H (-3.9613, -1.3869, 1.9313)
H (-2.2792, -2.8682, 0.6582)
H (-1.9061, -2.6134, 2.3656)
H (-1.0266, -1.7065, 1.1389)
H (-1.6602, 0.5965, -2.3018)
H (-0.8824, -0.2960, -0.9546)
H (-0.7697, 2.7340, -1.0986)
H (0.4713, 1.7505, -1.8911)
H (-0.8369, 2.5613, 1.6859)
H (2.6124, 2.5024, 1.3213)
H (2.3710, 2.8453, -0.3959)
H (3.7991, 0.6962, 2.0056)
H (2.6651, -0.4884, 1.3238)
H (4.9125, -1.4855, 1.5872)
H (5.6187, -0.1950, 0.6011)
H (5.2466, -2.2096, -0.7994)
H (3.5373, -2.2147, -0.3442)
H (4.9827, 0.0222, -1.8313)
H (3.8101, -1.0976, -2.5430)
H (2.7925, 1.0983, -1.9782)
H (2.0348, -0.2306, -1.0570)


# 6
A molecular structure, C21H52Cl2IrP2Si at a distorted geometry, computed with ωB97M-V/def2-TZVPD.

The energy is -2828.0430 Ha. As for the spin multiplicity: 6. For the orbital gap (spin up / spin down), the calculation gives 4.50 / 5.14 eV. The LUMO energy (spin up / spin down) comes out at 0.2 / -1.9 eV. For the energy above the lowest of the compared OMol25 structures with the same formula, charge and spin, the calculation gives 0.0 kcal/mol. Its strongest force on any atom is 2.52 eV/A. Its expectation value of S² is 8.7617.

Geometry (Å):
Ir (-0.8171, -0.9846, 0.4798)
Cl (-0.0463, 0.1469, -1.4255)
P (-1.0321, -2.7723, -0.6700)
C (0.3108, -3.5217, -1.6697)
C (-1.2365, -3.8028, 0.8766)
C (-2.5478, -2.7277, -1.6987)
C (1.6886, -2.8979, -1.4379)
H (-0.0127, -3.2730, -2.6973)
C (0.3793, -5.0461, -1.5209)
H (0.7696, -5.3413, -0.5359)
H (1.0740, -5.4454, -2.2767)
H (-0.5828, -5.5458, -1.6799)
H (1.6286, -1.8058, -1.4079)
H (2.3375, -3.1745, -2.2827)
H (2.1690, -3.2646, -0.5150)
H (-2.1760, -2.2485, -2.6218)
C (-3.6584, -1.8609, -1.1101)
C (-3.0373, -4.1338, -2.0314)
H (-2.3153, -4.6888, -2.6395)
H (-3.9595, -4.0581, -2.6209)
H (-3.2668, -4.7084, -1.1258)
H (-3.2544, -0.9239, -0.7096)
H (-4.2123, -2.3816, -0.3233)
H (-4.3600, -1.5939, -1.9087)
C (0.0637, -3.6692, 1.6786)
H (-1.4529, -4.8363, 0.5815)
C (-2.3675, -3.1491, 1.6711)
H (0.9129, -4.2446, 1.2920)
H (-0.1133, -3.9920, 2.7150)
H (0.3516, -2.5923, 1.7312)
H (-2.2058, -2.0332, 1.6966)
H (-2.3100, -3.4815, 2.7155)
H (-3.3672, -3.3636, 1.2796)
Cl (-0.1232, 0.3570, 2.1831)
H (-2.2604, -0.3206, 0.7383)
P (-0.1550, 3.8563, -0.7038)
C (-1.2424, 4.1546, -2.1072)
C (-0.6816, 4.2874, 0.9678)
C (1.5294, 3.4493, -1.1902)
C (-2.3818, 3.1239, -2.1147)
H (-0.6017, 3.9596, -2.9894)
C (-1.7485, 5.6009, -2.1933)
H (-2.4090, 5.8480, -1.3563)
H (-2.3180, 5.7175, -3.1234)
H (-0.9183, 6.3171, -2.2137)
H (-1.9762, 2.1087, -2.0754)
H (-2.9430, 3.2495, -3.0476)
H (-3.0691, 3.2563, -1.2717)
H (1.4042, 2.9497, -2.1729)
C (2.1762, 2.4337, -0.2314)
C (2.3682, 4.7187, -1.3852)
H (2.0465, 5.2704, -2.2758)
H (3.4209, 4.4500, -1.5238)
H (2.2904, 5.3790, -0.5157)
H (1.4579, 1.6478, 0.0343)
H (2.5485, 2.9065, 0.6827)
H (3.0134, 1.9370, -0.7349)
C (-2.0726, 3.7165, 1.3065)
H (-0.7623, 5.3918, 0.9546)
C (0.3338, 3.9033, 2.0618)
H (-2.8540, 4.0916, 0.6288)
H (-2.3236, 4.0448, 2.3257)
H (-2.0565, 2.6148, 1.2862)
H (0.4517, 2.8105, 2.0971)
H (-0.0761, 4.2243, 3.0293)
H (1.3074, 4.3893, 1.9142)
C (4.0149, -0.8231, 0.7057)
Si (2.9006, -1.1949, 2.1746)
C (3.4074, -2.7760, 3.0705)
C (2.9107, 0.2552, 3.3732)
H (4.7306, -1.6482, 0.5583)
H (4.5806, 0.1012, 0.9024)
H (3.4238, -0.6894, -0.2118)
H (4.3297, -2.5734, 3.6354)
H (3.5951, -3.6025, 2.3696)
H (2.6244, -3.0888, 3.7769)
H (3.8128, 0.1732, 4.0014)
H (2.9217, 1.2153, 2.8347)
H (2.0188, 0.2227, 4.0169)


# 7
2 unconnected molecules or ions with the total composition H4SSi at a distorted geometry, computed with ωB97M-V/def2-TZVPD.

The energy is -689.8948 Ha. As for the spin multiplicity: 3. For the orbital gap (spin up / spin down), the calculation gives 9.39 / 7.06 eV. The LUMO energy (spin up / spin down) comes out at 0.8 / -2.8 eV. For the energy above the lowest of the compared OMol25 structures with the same formula, charge and spin, the calculation gives 5.6 kcal/mol. Its strongest force on any atom is 2.62 eV/A. Its expectation value of S² is 2.0056.

Geometry (Å):
Si (-0.6983, 0.0176, 0.1862)
S (1.2605, -0.6179, 0.2107)
H (-1.3216, 0.4234, 1.5719)
H (-0.6134, 1.1839, -0.6641)
H (-1.2293, -1.3314, 0.1113)
H (2.6020, 0.3244, -1.4160)


# 8
A single C3H2NP molecule at a distorted geometry, computed with ωB97M-V/def2-TZVPD.

The energy is -511.4422 Ha. For the orbital gap (spin up / spin down), the calculation gives 7.45 / 6.15 eV. The LUMO energy (spin up / spin down) comes out at -1.3 / -1.9 eV. For the energy above the lowest of the compared OMol25 structures with the same formula, charge and spin, the calculation gives 53.9 kcal/mol. Its strongest force on any atom is 6.24 eV/A.

Geometry (Å):
C (0.9462, -0.6908, 1.2899)
C (-0.9496, 0.1127, -1.3303)
C (-0.5019, 0.7118, -0.3751)
N (2.0759, -0.8821, 1.3651)
P (-0.6949, -0.2639, 1.3662)
H (-1.1669, -0.5135, -2.1289)
H (0.2912, 1.5257, -0.1869)


# 9
A single C4H6N2 molecule at a distorted geometry, computed with ωB97M-V/def2-TZVPD.

The energy is -265.4132 Ha. For the orbital gap, the calculation gives 9.29 eV. The LUMO energy comes out at 0.9 eV. For the energy above the lowest of the compared OMol25 structures with the same formula, charge and spin, the calculation gives 76.8 kcal/mol. Its strongest force on any atom is 3.37 eV/A.

Geometry (Å):
C (2.2999, 0.1942, 0.0793)
C (1.0184, -0.5051, -0.0442)
C (-0.0896, -0.9054, -0.1082)
C (-1.5099, -1.2276, -0.0223)
N (-2.3344, -0.2611, 0.1722)
N (-1.9288, 0.9884, -0.0907)
H (2.2697, 1.0169, -0.7056)
H (3.2135, -0.4756, -0.1936)
H (2.4504, 0.6067, 1.0674)
H (-1.8215, -2.2947, -0.0285)
H (-2.5956, 1.6959, 0.0401)
H (-0.9721, 1.1674, -0.1660)